Model P:
103
Properties=species:S:1:pos:R:3 method="wB97M-V/def2-TZVPD" spin_multiplicity=2 orbital_gap_ev="5.3932 / 6.3088" e_homo_ev="-3.49 / -4.42" total_charge=-1
Sr -0.8181 0.3856 0.6840
Cl -5.7493 -3.6429 -4.2953
C -4.3365 -2.9950 -3.4664
C -3.1325 -3.7814 -3.4461
C -2.0226 -3.3252 -2.8415
C -1.9579 -2.0076 -2.1815
O -0.8937 -1.5848 -1.7257
C -3.2284 -1.2789 -2.1810
C -3.3643 -0.0739 -1.4828
O -2.4754 0.4308 -0.7676
C -4.3820 -1.8027 -2.8495
H -3.1387 -4.7496 -3.9335
H -1.1182 -3.9222 -2.8082
H -4.3359 0.4459 -1.5420
H -5.3000 -1.2245 -2.8341
C 3.1190 1.0998 3.5740
C 2.2947 1.1169 2.4359
N 2.1412 0.0921 1.6361
C 2.8562 -1.0251 1.8821
C 3.7045 -1.1401 2.9858
C 3.8123 -0.0428 3.8506
C 4.4382 -2.3664 3.2126
C 4.2911 -3.4145 2.3949
C 3.4262 -3.3327 1.2365
C 3.2395 -4.4120 0.3633
C 2.4563 -4.2490 -0.7455
C 1.9091 -2.9830 -0.9952
N 2.0491 -1.9670 -0.1795
C 2.7606 -2.1431 0.9481
H 3.1839 1.9712 4.2126
H 1.7188 2.0076 2.1957
H 4.4459 -0.1146 4.7293
H 5.1049 -2.4158 4.0673
H 4.8290 -4.3394 2.5760
H 3.7103 -5.3638 0.5835
H 2.2697 -5.0691 -1.4274
H 1.3273 -2.7833 -1.8897
C -2.2782 2.7037 -6.0933
C -1.2094 2.1615 -5.1827
C -0.0177 1.6281 -5.6642
C 0.9030 1.0970 -4.7938
C 0.6144 1.1567 -3.4243
Br 1.7687 0.3673 -2.2104
N -0.4628 1.7209 -2.9400
C -1.3710 2.1728 -3.8010
H -1.8464 3.0830 -7.0208
H -2.8273 3.5151 -5.6159
H -2.9971 1.9240 -6.3556
H 0.1803 1.6176 -6.7321
H 1.8195 0.6371 -5.1372
H -2.2833 2.5691 -3.3647
S -0.5025 -4.7642 2.0005
C -0.5121 -3.1162 1.5586
N -0.4720 -2.0021 1.2359
C -5.2250 8.4548 -0.0503
C -4.3023 7.2924 0.2305
C -4.5331 6.4364 1.2874
C -3.7463 5.3075 1.5217
C -4.1376 4.4134 2.6707
C -2.6151 5.0507 0.6984
Te -2.0167 2.8997 0.1151
N -0.6627 2.3311 1.5903
C -0.8247 1.7816 2.8257
O -0.6125 0.5290 3.0420
C -1.1592 2.7472 3.9378
C -1.8888 2.3105 5.0455
C -2.3128 3.2176 6.0106
C -1.9789 4.5589 5.8960
C -1.2404 4.9985 4.8044
C -0.8448 4.1006 3.8200
C -4.1780 2.3448 0.3675
C -5.2048 2.9509 -0.3604
C -6.4962 2.4214 -0.2976
C -6.7432 1.2961 0.4667
C -5.7154 0.6709 1.1702
C -4.4244 1.1848 1.1360
C -3.2220 0.5962 1.8725
C -2.3689 5.9609 -0.3873
C -1.2069 5.7762 -1.3448
C -3.2109 7.0450 -0.5923
H -5.8822 8.6476 0.7967
H -5.8507 8.2490 -0.9210
H -4.6597 9.3636 -0.2608
H -5.3832 6.6156 1.9402
H -4.0234 4.9430 3.6200
H -3.5083 3.5309 2.7267
H -5.1741 4.0835 2.5782
H -2.1270 1.2563 5.1175
H -2.9103 2.8764 6.8473
H -2.3035 5.2648 6.6515
H -0.9906 6.0477 4.7076
H -0.3088 4.4278 2.9422
H -4.9965 3.8228 -0.9668
H -7.3017 2.8815 -0.8567
H -7.7462 0.8887 0.5117
H -5.9157 -0.2239 1.7495
H -3.2010 -0.5033 1.9592
H -3.1987 1.0287 2.8694
H -2.4037 1.0614 1.3213
H -0.3715 5.2651 -0.8730
H -0.8536 6.7475 -1.6958
H -1.4943 5.1926 -2.2231
H -3.0178 7.7071 -1.4318

=====

Model Q:
103
Properties=species:S:1:pos:R:3 method="wB97M-V/def2-TZVPD" spin_multiplicity=2 orbital_gap_ev="6.4883 / 5.6993" e_homo_ev="-4.51 / -4.57" total_charge=-1
Sr 0.1899 -1.6345 -0.1168
Cl -2.2507 2.3922 6.0484
C -2.3420 2.1008 4.3208
C -3.2475 2.8178 3.5507
C -3.2822 2.6514 2.1790
C -2.4255 1.7304 1.5263
O -2.2162 1.7455 0.2557
C -1.6323 0.8908 2.3847
C -0.7449 -0.0454 1.6585
O -1.4497 -1.0577 1.2178
C -1.5177 1.1516 3.7389
H -3.8922 3.5436 4.0314
H -3.9215 3.2772 1.5670
H 0.1504 -0.3700 2.2447
H -0.8004 0.6027 4.3395
C -3.2243 -4.2652 2.1026
C -2.5933 -4.1097 0.8578
N -2.8367 -3.1163 0.0380
C -3.8221 -2.2550 0.3469
C -4.5152 -2.3190 1.5651
C -4.1790 -3.3518 2.4579
C -5.4996 -1.3270 1.8932
C -5.7486 -0.2986 1.0596
C -5.0723 -0.2041 -0.2037
C -5.2928 0.8640 -1.0856
C -4.6456 0.8842 -2.2920
C -3.8117 -0.1969 -2.6127
N -3.5754 -1.2038 -1.8058
C -4.1524 -1.1944 -0.5913
H -2.9268 -5.0678 2.7632
H -1.8268 -4.8111 0.5460
H -4.6747 -3.4041 3.4207
H -6.0212 -1.4150 2.8395
H -6.4695 0.4687 1.3174
H -5.9612 1.6657 -0.7915
H -4.7647 1.7058 -2.9865
H -3.3061 -0.2284 -3.5750
C 3.4430 -5.7042 -1.2874
C 2.1589 -5.0781 -1.7753
C 1.7383 -5.2728 -3.0895
C 0.4762 -4.8867 -3.4504
C -0.2998 -4.2441 -2.4820
Br -2.1446 -4.1467 -2.8906
N 0.1355 -3.9004 -1.2893
C 1.3744 -4.3567 -0.9014
H 3.4167 -6.7863 -1.4267
H 3.5895 -5.5072 -0.2260
H 4.3097 -5.3257 -1.8347
H 2.3837 -5.7863 -3.7930
H 0.0480 -5.1174 -4.4137
H 1.6226 -4.1340 0.1274
S 0.0432 -4.2404 4.3083
C 0.1605 -3.7522 2.7442
N 0.2415 -3.4318 1.6205
C 4.3966 5.9895 2.0555
C 3.5482 4.9125 1.4322
C 4.1320 3.8429 0.7757
C 3.3619 2.8591 0.1526
C 4.0595 1.7750 -0.6348
C 1.9845 2.9669 0.2001
Te 0.2211 1.1973 -0.2391
N -0.7602 -0.1700 -1.4909
C -0.5978 -0.0962 -2.8348
O -0.5543 -1.0717 -3.5775
C -0.2775 1.2972 -3.4239
C 0.9530 1.3663 -4.0706
C 1.6346 2.5710 -4.2049
C 1.1048 3.7274 -3.6552
C -0.1313 3.6802 -3.0200
C -0.8158 2.4816 -2.9022
C 1.9538 -0.2718 0.4304
C 2.3540 0.0463 1.7145
C 3.4164 -0.6627 2.2810
C 4.0048 -1.6981 1.5847
C 3.6052 -2.0220 0.2863
C 2.5983 -1.3105 -0.3300
C 2.1119 -1.2612 -1.8136
C 1.3495 4.0075 0.8914
C -0.1353 4.0626 1.1714
C 2.1587 4.9763 1.4814
H 4.9517 6.5366 1.2907
H 5.1267 5.5657 2.7473
H 3.7845 6.7055 2.6028
H 5.2150 3.7619 0.7331
H 4.8729 2.1996 -1.2261
H 3.3618 1.3077 -1.3289
H 4.4663 0.9986 0.0167
H 1.3924 0.4396 -4.4229
H 2.5998 2.5916 -4.6971
H 1.6492 4.6620 -3.7053
H -0.5446 4.5828 -2.5855
H -1.7655 2.4356 -2.3756
H 1.9653 0.9593 2.1545
H 3.7943 -0.3841 3.2563
H 4.8325 -2.2345 2.0307
H 4.1495 -2.7617 -0.2913
H 2.9168 -0.8508 -2.4218
H 1.3136 -0.5207 -1.7282
H 1.7082 -2.1632 -2.3068
H -0.7634 3.8810 0.2991
H -0.4218 5.0296 1.5855
H -0.3614 3.3235 1.9460
H 1.6849 5.7934 2.0164

=====

Stability, lowest: model Q